(1)
{"formula": "C4H10NOS", "method": "ωB97M-V with the def2-TZVPD basis set", "symbols": ["C", "C", "C", "C", "N", "O", "S", "H", "H", "H", "H", "H", "H", "H", "H", "H", "H"], "positions_angstrom": [[1.73, -0.82, -1.18], [1.19, -0.43, -0.04], [-0.08, 1.04, 1.43], [-1.65, 0.18, -1.11], [0.28, 0.66, 0.06], [1.42, -0.99, 1.19], [-2.85, 0.06, 0.02], [2.25, -1.78, -1.19], [1.37, -0.56, -2.14], [0.47, 1.94, 1.66], [-1.11, 1.30, 1.50], [0.19, 0.28, 2.16], [-1.56, -0.56, -1.83], [-1.70, 1.09, -1.56], [0.57, 1.45, -0.60], [1.98, -1.76, 1.07], [-2.48, -1.10, 0.55]], "nbo_charge": [-0.526, 0.445, -0.450, -0.321, -0.520, -0.677, 0.329, 0.227, 0.222, 0.235, 0.216, 0.267, 0.238, 0.214, 0.440, 0.511, 0.151], "homo_ev": [-12.9, -12.9], "lumo_energy_ha": [-0.2101, -0.2101], "fmax_ev_per_a": 2.8, "multiplicity": 1, "charge": 1}

(2)
{"formula": "C4H10NOS", "method": "ωB97M-V with the def2-TZVPD basis set", "symbols": ["O", "C", "C", "C", "C", "S", "N", "H", "H", "H", "H", "H", "H", "H", "H", "H", "H"], "positions_angstrom": [[-2.37, 1.77, 0.25], [-1.92, 0.69, -0.24], [-0.53, 0.26, 0.36], [-0.34, -1.30, -0.07], [0.76, -1.32, -1.11], [2.20, -0.35, -0.61], [-0.54, 0.81, 1.80], [-2.26, 0.25, -1.29], [0.17, 0.96, -0.18], [-0.11, -2.21, 0.65], [-1.14, -1.58, -0.77], [0.37, -0.93, -2.06], [1.17, -2.38, -1.29], [2.83, -1.18, 0.26], [0.12, 1.56, 1.74], [-0.13, 0.12, 2.39], [-1.41, 1.18, 2.13]], "lowdin_spin": [0.012, 0.000, 0.025, 0.043, 0.066, 0.797, 0.000, 0.001, 0.011, 0.000, 0.003, 0.002, 0.014, 0.025, 0.001, 0.000, 0.000], "s_squared": 0.75, "homo_ev": [-18.8, -18.8], "lumo_energy_ha": [-0.2998, -0.4864], "fmax_ev_per_a": 5.3, "multiplicity": 2, "charge": 2}

(3)
{"formula": "C4H10NOS2", "method": "ωB97M-V with the def2-TZVPD basis set", "symbols": ["C", "C", "C", "C", "N", "O", "S", "S", "H", "H", "H", "H", "H", "H", "H", "H", "H", "H"], "positions_angstrom": [[1.04, 0.55, 0.78], [0.64, -1.19, -1.09], [-0.44, 1.01, 0.70], [-2.56, 0.06, 0.18], [1.56, -0.20, -0.48], [-1.30, -0.16, 0.57], [-3.33, -1.51, 0.15], [-3.25, 1.56, -0.51], [1.62, 1.43, 0.90], [1.28, -0.02, 1.63], [0.25, -1.77, -0.30], [0.96, -1.76, -1.94], [-0.85, 1.42, 1.74], [-0.83, 1.62, -0.24], [1.81, 0.41, -1.15], [2.42, -0.77, -0.23], [-2.37, -2.02, 1.03], [-4.31, 0.93, -0.94]], "nbo_charge": [-0.235, -0.553, -0.118, 0.063, -0.502, -0.481, 0.167, 0.151, 0.239, 0.238, 0.161, 0.208, 0.245, 0.232, 0.413, 0.423, 0.182, 0.169], "homo_ev": [-11.4, -9.5], "lumo_energy_ha": [-0.1387, -0.1852], "fmax_ev_per_a": 4.6, "multiplicity": 1, "charge": 1}

(4)
{"formula": "C4H10NOS2", "method": "ωB97M-V with the def2-TZVPD basis set", "symbols": ["C", "S", "S", "C", "C", "N", "C", "O", "H", "H", "H", "H", "H", "H", "H", "H", "H", "H"], "positions_angstrom": [[-3.13, 2.09, -0.87], [-1.92, 1.70, 0.45], [-0.53, 0.35, -0.35], [-0.15, -1.16, 0.66], [1.47, -1.16, 0.54], [1.89, -0.95, -0.95], [1.86, -0.07, 1.52], [1.50, -0.20, 2.64], [-2.44, 2.18, -1.69], [-3.92, 1.34, -1.18], [-3.50, 2.99, -0.96], [-0.75, -1.95, 0.13], [-0.49, -1.12, 1.78], [1.86, -2.11, 1.01], [1.76, -1.83, -1.49], [2.81, -0.65, -1.12], [1.20, -0.31, -1.35], [2.48, 0.86, 1.23]], "nbo_charge": [-0.737, 0.189, -0.054, -0.541, -0.177, -0.694, 0.398, -0.453, 0.229, 0.239, 0.246, 0.255, 0.312, 0.283, 0.450, 0.444, 0.452, 0.159], "homo_ev": -12.3, "lumo_energy_ha": -0.1420, "fmax_ev_per_a": 6.7, "multiplicity": 1, "charge": 1}

(5)
{"formula": "C4H10NP", "method": "ωB97M-V with the def2-TZVPD basis set", "symbols": ["C", "C", "C", "C", "N", "P", "H", "H", "H", "H", "H", "H", "H", "H", "H", "H"], "positions_angstrom": [[-2.33, -1.35, -0.84], [1.37, -0.44, -1.14], [0.38, 2.06, -0.03], [0.62, -0.41, 1.76], [-2.08, -0.49, 0.01], [0.29, 0.21, 0.02], [-3.32, -1.75, -1.01], [-1.57, -1.95, -1.37], [1.33, -1.49, -1.27], [1.43, 0.17, -2.08], [1.51, 2.16, 0.14], [0.38, 2.59, -0.89], [-0.13, 2.49, 0.81], [1.06, -1.41, 1.35], [1.42, 0.14, 2.27], [-0.37, -0.53, 2.27]], "lowdin_spin": [0.115, 0.542, 0.040, 0.058, 0.755, 0.319, 0.042, 0.040, 0.038, 0.029, 0.014, 0.001, 0.000, 0.001, 0.009, -0.001], "s_squared": 2.02, "homo_ev": [-5.5, -8.3], "lumo_energy_ha": [0.0396, -0.0384], "fmax_ev_per_a": 5.4, "multiplicity": 3}

(6)
{"formula": "C4H10NP", "method": "ωB97M-V with the def2-TZVPD basis set", "symbols": ["C", "C", "C", "C", "N", "P", "H", "H", "H", "H", "H", "H", "H", "H", "H", "H"], "positions_angstrom": [[1.70, 0.83, 0.18], [1.35, 1.16, -1.02], [-1.85, 0.37, 0.73], [-0.21, -1.42, -0.75], [0.44, -0.89, 2.13], [-0.24, -0.59, 0.86], [2.02, -0.20, 0.56], [1.66, 1.36, 1.12], [1.03, 2.10, -1.32], [1.37, 0.38, -1.74], [-2.04, 0.90, -0.20], [-2.66, -0.23, 0.74], [-1.88, 1.00, 1.58], [-0.20, -0.71, -1.57], [0.68, -2.03, -0.60], [-1.16, -2.00, -0.72]], "lowdin_spin": [0.019, 0.181, 0.105, 0.090, 0.990, 0.525, 0.014, 0.000, 0.015, 0.013, 0.008, 0.014, 0.000, 0.009, -0.001, 0.017], "s_squared": 2.02, "homo_ev": [-5.5, -9.3], "lumo_energy_ha": [0.0281, -0.0642], "fmax_ev_per_a": 9.9, "multiplicity": 3}

ΔE to the lowest compared entry with this formula, charge and spin list, top to bottom, in kcal/mol: 92.7; 43.7; 118.2; 43.9; 57.5; 83.6